[1]
70
Properties=species:S:1:pos:R:3:forces:R:3:lowdin_charge:R:1 method="wB97M-V/def2-TZVPD" total_charge=+1 e_homo_ev="-10.96 / -10.96" orbital_gap_ev="6.804 / 6.804"
Pd -0.03370 0.10037 -0.55886 -1.1 0.1 1.5 0.556
C 1.77090 1.99277 -3.24926 -0.1 0.0 0.5 -0.160
C 2.43260 0.77477 -2.60616 0.3 0.2 -0.3 -0.208
N 1.44280 -0.22553 -2.22266 0.1 -0.3 0.1 -0.144
C 1.88140 -1.61213 -2.30236 -0.1 -0.4 0.1 -0.194
C 0.85640 -2.51983 -1.60686 0.4 0.2 -0.2 -0.226
N -0.46820 -2.34333 -2.17996 0.0 -0.6 -0.4 -0.097
C -1.62190 -2.67383 -1.33946 0.0 0.4 0.2 -0.199
C -2.42630 -1.41473 -0.95966 0.1 -0.4 -0.5 -0.172
C -2.82710 -0.57083 -2.17426 0.2 0.0 0.4 -0.199
N -1.62460 0.04157 -2.74106 0.1 0.0 -0.7 -0.126
C -1.76040 1.33047 -3.40296 -0.1 0.4 0.3 -0.199
C -1.45050 2.48657 -2.43046 -0.1 -0.2 -0.4 -0.188
N -0.20620 2.31007 -1.67706 -0.1 0.4 0.6 -0.113
C 1.00430 2.88617 -2.26796 0.2 0.1 -0.4 -0.203
H 1.11280 1.66217 -4.05506 0.0 0.0 -0.1 0.103
H 2.54810 2.61157 -3.69986 0.0 0.0 -0.1 0.121
H 3.00940 1.07177 -1.72076 -0.1 0.0 -0.1 0.119
H 3.14240 0.34407 -3.32616 0.0 0.0 0.1 0.122
H 0.61240 -0.12363 -2.80856 0.3 -0.1 0.1 0.071
H 2.84510 -1.71843 -1.79536 0.0 0.0 -0.1 0.128
H 2.01540 -1.91093 -3.35366 0.1 -0.1 0.1 0.129
H 0.80210 -2.19133 -0.55886 0.1 -0.2 -0.1 0.062
H 1.21410 -3.55863 -1.65266 0.0 0.1 0.2 0.129
H -0.53040 -2.83703 -3.06196 0.1 -0.1 0.1 0.125
H -1.29280 -3.16263 -0.41636 0.0 -0.1 -0.1 0.109
H -2.27910 -3.37303 -1.86556 0.0 0.1 0.0 0.126
H -1.79090 -0.76963 -0.29566 -0.3 -0.1 0.3 0.056
H -3.31460 -1.71733 -0.40186 0.1 0.1 0.2 0.120
H -3.51650 0.21657 -1.86186 0.0 0.0 0.0 0.121
H -3.34420 -1.20413 -2.90926 -0.1 0.1 0.1 0.129
H -1.24290 -0.63763 -3.39126 0.1 0.2 0.2 0.095
H -2.76740 1.49797 -3.80616 0.1 0.0 -0.1 0.123
H -1.06290 1.37327 -4.24226 -0.1 -0.1 0.0 0.107
H -2.27520 2.55067 -1.71186 0.1 0.0 0.0 0.117
H -1.42520 3.42127 -3.00836 -0.1 0.0 0.1 0.121
H -0.33800 2.78437 -0.78766 0.0 -0.1 -0.2 0.060
H 1.68520 3.12807 -1.44736 0.0 0.1 0.0 0.121
H 0.76040 3.82287 -2.79086 0.0 0.0 0.1 0.120
C 2.31390 0.66897 1.63394 -1.1 -0.4 -0.1 -0.185
Si 0.49990 -0.01773 1.80684 1.3 0.6 0.2 0.836
C 0.66540 -1.72623 2.83334 -0.4 0.4 -0.7 -0.630
C -0.68710 -2.27963 3.27594 0.0 0.2 0.0 -0.101
C 1.51770 -1.45933 4.07344 0.1 0.3 -0.2 -0.087
C 1.35570 -2.79813 1.98894 -0.1 0.3 -0.1 -0.108
C -0.59840 1.41207 2.66664 0.1 -0.6 -0.7 -0.638
C 0.15470 2.07207 3.81654 0.2 -0.3 -0.1 -0.084
C -1.93930 0.89067 3.17164 0.1 -0.1 -0.1 -0.097
C -0.87170 2.47587 1.60294 0.1 -0.2 0.0 -0.127
H 2.71470 0.91667 2.61024 0.1 0.0 0.3 0.027
H 2.35980 1.56337 1.01894 -0.1 0.2 -0.1 0.011
H 2.96010 -0.07763 1.18294 0.1 -0.2 -0.1 0.019
H -1.09820 -1.70413 4.10034 -0.1 0.0 0.0 0.069
H -0.57450 -3.30703 3.62064 0.0 -0.1 0.1 0.092
H -1.40840 -2.28143 2.46244 -0.2 -0.1 -0.1 0.070
H 1.11300 -0.65233 4.67744 0.0 0.1 0.1 0.066
H 2.54000 -1.21123 3.80214 0.2 0.1 0.0 0.080
H 1.54790 -2.35293 4.69774 0.0 -0.1 0.0 0.097
H 0.66080 -3.22213 1.27024 0.0 -0.1 -0.2 0.058
H 1.68490 -3.60983 2.63404 0.1 -0.1 0.1 0.093
H 2.22550 -2.41453 1.45834 0.1 0.0 -0.1 0.072
H 0.39190 1.35827 4.60044 0.0 0.0 0.2 0.069
H -0.46460 2.85567 4.25574 -0.1 0.1 0.0 0.097
H 1.08090 2.52497 3.47194 0.1 0.1 0.0 0.078
H -1.81200 0.29737 4.07064 -0.1 -0.1 0.1 0.070
H -2.43910 0.28237 2.41904 -0.2 -0.1 0.0 0.074
H -2.59240 1.72807 3.41884 -0.1 0.1 0.0 0.091
H 0.06710 2.87257 1.21334 0.0 0.1 -0.1 0.071
H -1.43000 3.30527 2.03744 -0.1 0.1 0.0 0.097
H -1.47490 2.04717 0.79524 0.0 0.1 -0.1 0.058

***

[2]
82
Properties=species:S:1:pos:R:3:forces:R:3:lowdin_charge:R:1 method="wB97M-V/def2-TZVPD" total_charge=+3 spin_multiplicity=9 e_homo_ev="-16.00 / -16.00" de_lowest_kcal_mol=138.8 s_squared=20.011 orbital_gap_ev="5.878 / 4.284"
Pt 23.73441 -20.90552 0.96160 -0.9 -0.1 0.3 1.118
Ti 23.08573 -17.57988 0.37901 -0.3 0.1 -1.5 1.208
Ti 20.46142 -20.36014 -0.21154 0.7 -0.2 -0.2 0.981
C 28.30580 -19.07251 -2.16646 0.3 0.9 0.9 -0.051
C 27.20929 -20.08443 -2.15702 -1.0 -2.6 0.1 -0.147
N 27.62847 -21.61985 -2.13570 1.6 -0.7 0.4 -0.191
C 28.72622 -21.70733 -1.02100 -0.1 -0.5 -0.5 0.025
C 26.48728 -22.62054 -1.66857 0.0 2.6 -1.1 -0.107
C 25.27822 -22.60412 -2.63744 0.5 -1.2 0.2 -0.040
C 28.16709 -22.04540 -3.57313 1.1 -0.6 1.6 -0.012
C 28.92393 -23.43245 -3.59252 0.8 -0.3 -0.1 -0.149
O 30.17296 -23.56532 -2.88441 -1.5 -0.2 0.8 -0.213
C 31.32635 -22.82409 -3.23354 -0.8 1.1 -0.2 -0.073
H 27.85110 -18.11436 -2.41804 0.0 -0.1 -0.6 0.081
H 29.17985 -19.23979 -2.79586 -0.3 -0.2 -0.2 0.103
H 28.66718 -18.84083 -1.16455 0.3 -0.5 0.1 0.080
H 26.50030 -19.93587 -2.97149 0.3 -0.3 -0.3 0.099
H 26.59187 -20.12667 -1.25974 0.1 0.8 0.3 0.097
H 29.56574 -21.07394 -1.30758 -0.3 0.1 0.2 0.098
H 29.13889 -22.69551 -0.81779 -0.3 -0.3 -1.1 0.107
H 28.31607 -21.49543 -0.03359 -0.4 0.9 -0.3 0.105
H 26.20477 -22.21816 -0.69574 0.0 -0.2 0.2 0.097
H 26.96453 -23.59486 -1.56354 -0.2 0.1 -0.1 0.129
H 24.52359 -23.28104 -2.23692 0.1 -0.2 0.1 0.063
H 25.58645 -23.06601 -3.57539 -0.2 0.2 -0.1 0.083
H 24.70864 -21.69952 -2.85046 0.7 0.4 0.2 0.060
H 28.94191 -21.33474 -3.86073 -0.5 0.5 0.0 0.122
H 27.26617 -21.96783 -4.18177 0.5 -0.2 -0.3 0.101
H 29.18263 -23.79627 -4.58690 -0.6 0.8 -0.7 0.139
H 28.28480 -24.24326 -3.24297 0.0 0.1 0.5 0.118
H 32.08357 -23.04102 -2.48011 0.1 -0.4 -0.5 0.110
H 31.11644 -21.76009 -3.12427 0.0 0.4 0.1 0.066
H 31.61395 -22.93063 -4.27950 0.3 -0.6 0.1 0.104
C 23.28300 -19.88378 -1.56330 -0.4 1.7 -2.4 -0.962
O 23.17891 -19.48188 -2.71799 -0.5 -0.7 0.3 0.012
O 24.00494 -19.29519 -0.70001 2.5 2.9 2.1 -0.353
O 22.65392 -20.83205 -1.02067 -3.3 -2.9 0.9 -0.313
O 23.47332 -23.04625 0.79821 2.4 2.1 2.7 -0.157
C 23.06365 -23.95633 0.10622 -1.2 -2.0 -1.9 -0.542
N 22.19549 -23.62684 -0.83832 -0.5 -1.1 -0.7 0.210
C 23.57672 -25.40232 0.19891 -0.7 1.1 0.0 0.066
H 22.06892 -22.64818 -1.05351 0.1 -0.2 -0.2 0.051
H 21.85017 -24.34532 -1.45852 -0.1 0.2 -0.1 0.142
H 24.42655 -25.40058 -0.48364 0.4 -0.2 0.3 0.096
H 22.87629 -26.13542 -0.20117 -0.2 0.2 0.1 0.102
H 23.80956 -25.64628 1.23543 0.3 0.0 -0.3 0.109
O 26.26519 -18.90506 -6.42337 -1.2 -1.0 1.3 0.043
C 25.44436 -19.33457 -5.59534 3.0 0.0 -3.1 -0.581
N 25.04588 -18.55081 -4.59747 -1.2 0.0 1.7 0.159
C 24.86878 -20.73232 -5.75739 -1.3 0.0 -0.1 0.005
H 25.40646 -17.61359 -4.48927 0.0 -0.2 -0.4 0.121
H 24.36561 -18.93823 -3.95932 0.2 0.5 0.0 0.028
H 24.50889 -20.75345 -6.78605 0.1 -0.1 -0.1 0.104
H 23.98497 -20.92948 -5.15067 -0.2 0.3 0.2 0.047
H 25.45915 -21.64227 -5.64991 0.8 0.6 0.0 0.071
O 27.53085 -15.75648 -0.37862 -1.8 -2.0 0.7 0.079
C 26.70009 -16.66793 -0.25001 4.0 1.3 1.9 -0.587
N 25.78876 -16.87899 -1.17401 -2.8 -0.4 -1.2 0.163
C 26.72944 -17.72116 0.93684 -0.4 2.3 -1.6 0.026
H 25.78587 -16.25907 -1.97138 -0.1 0.0 -0.1 0.137
H 25.18846 -17.68843 -1.10661 0.4 -0.2 -0.7 0.028
H 25.96750 -18.48123 0.76413 0.3 -0.5 0.1 0.012
H 26.43431 -17.11170 1.79099 0.5 -0.3 0.4 0.090
H 27.77166 -18.04032 0.93173 -0.3 -0.3 0.6 0.094
O 21.70423 -16.45976 -1.11803 2.2 -1.4 4.5 -0.078
C 21.35930 -16.22318 -2.25546 -1.4 0.3 -3.4 -0.543
N 21.84831 -16.91213 -3.28300 -0.2 0.5 -1.0 0.228
C 20.21617 -15.26137 -2.52523 -0.7 -0.6 0.3 0.043
H 21.59227 -16.63523 -4.21995 -0.2 0.1 0.1 0.137
H 22.50411 -17.67985 -3.25801 0.2 0.1 0.7 0.068
H 19.62555 -15.48985 -3.41240 0.8 0.2 -0.6 0.099
H 20.44409 -14.20004 -2.42660 0.2 -0.2 -0.1 0.112
H 19.45317 -15.51396 -1.78894 0.2 0.3 0.6 0.098
O 20.47226 -21.34568 -6.36904 0.8 1.0 2.5 0.046
C 20.86814 -20.84548 -5.29281 -2.1 -4.5 -3.0 -0.581
N 21.41635 -19.67561 -5.22496 1.3 2.6 1.7 0.179
C 20.74873 -21.70838 -4.00253 -0.2 -0.4 -0.7 0.002
H 21.74363 -19.45246 -4.29588 0.3 0.5 -0.5 0.049
H 21.55523 -19.07405 -6.02430 -0.1 -0.3 0.0 0.143
H 20.59720 -21.18757 -3.05706 -0.2 0.4 0.1 0.019
H 21.58294 -22.39254 -3.84722 0.5 0.3 -0.3 0.071
H 19.93389 -22.40137 -4.21202 -0.3 0.3 0.2 0.093

***

[3]
75
Properties=species:S:1:pos:R:3:forces:R:3:lowdin_charge:R:1 method="wB97M-V/def2-TZVPD" total_charge=+1 e_homo_ev=-10.89 orbital_gap_ev=7.806
C 1.43277 0.15069 -0.14487 0.0 0.2 0.1 -0.030
C 1.48672 -0.17618 -1.63851 0.0 -0.3 -0.2 -0.464
O 2.78103 -0.05160 -2.19662 0.0 0.0 0.1 -0.030
C 0.55602 0.66309 -2.54728 0.0 0.2 -0.1 -0.286
P -1.19989 0.70718 -2.12771 0.1 -0.2 0.1 0.881
C -1.86228 2.38063 -2.31983 -0.1 0.0 -0.2 -0.228
C -1.34991 3.47163 -1.37741 0.2 -0.4 0.0 -0.556
O -1.70941 4.58871 -1.48546 -0.1 0.4 0.1 0.189
O -0.39646 3.04801 -0.48362 -0.1 -0.4 0.0 0.040
P -2.27532 -0.84399 -3.28102 0.0 0.0 0.1 0.798
C -3.53152 -1.28258 -1.99300 0.0 0.0 0.0 -0.336
C -3.24222 0.21561 -4.44903 -0.1 0.0 0.0 -0.321
H 1.14461 -0.71689 0.44789 0.0 0.0 0.0 0.088
H 2.42367 0.45342 0.19991 -0.1 0.0 0.0 0.093
H 0.74999 0.97104 0.08942 0.1 -0.1 -0.1 0.045
H 1.22554 -1.22880 -1.78911 0.0 0.1 0.0 0.138
H 3.25401 0.67303 -1.76764 -0.1 -0.1 -0.1 0.104
H 0.60130 0.22471 -3.54924 0.1 0.1 0.0 0.097
H 0.92561 1.69134 -2.61350 -0.1 -0.1 0.1 0.109
H -1.35689 0.34478 -0.78547 0.0 0.0 0.0 0.044
H -1.62805 2.69584 -3.34230 -0.1 0.0 0.1 0.112
H -2.95333 2.34436 -2.24169 0.1 0.0 0.0 0.114
H -0.77416 2.86915 0.39323 0.1 0.4 0.0 0.102
H -3.24969 -2.23499 -1.54360 0.0 0.1 0.0 0.038
H -4.49612 -1.40477 -2.48943 0.1 -0.1 0.0 0.046
H -3.64997 -0.54410 -1.19849 -0.1 0.0 -0.1 0.029
H -2.77812 1.17802 -4.66297 0.1 -0.1 0.0 0.025
H -3.30296 -0.32754 -5.39274 -0.1 0.0 0.1 0.040
H -4.25052 0.39323 -4.07320 0.1 0.0 0.0 0.047
C 2.41272 -8.64828 -2.14627 0.1 -0.1 -0.1 -0.105
O 3.14341 -7.50475 -2.52747 -0.1 0.2 0.1 -0.194
C 2.62339 -6.84393 -3.66133 0.0 -0.1 -0.1 -0.211
C 2.93081 -5.36536 -3.61226 0.0 0.0 -0.1 -0.182
O 2.18956 -4.65646 -2.62867 -0.1 0.0 0.0 -0.133
C 2.67850 -4.71156 -1.29909 0.0 0.1 0.1 -0.188
C 3.80743 -3.74446 -1.02520 0.0 0.2 0.2 -0.213
O 5.02246 -4.17408 -1.59868 -0.1 -0.1 -0.2 -0.186
C 5.83884 -3.12572 -2.06753 0.1 0.0 0.1 -0.104
H 2.53192 -9.46637 -2.86512 0.0 0.0 0.0 0.090
H 2.79812 -8.97189 -1.18158 0.0 0.0 0.0 0.089
H 1.34484 -8.42310 -2.04838 0.0 0.0 0.0 0.087
H 1.53808 -6.99014 -3.72679 0.0 0.0 0.0 0.124
H 3.07408 -7.25097 -4.57752 -0.1 -0.1 0.0 0.131
H 2.61683 -4.94023 -4.56848 0.1 0.0 0.0 0.127
H 4.00410 -5.20301 -3.49387 0.0 0.0 0.1 0.124
H 2.96211 -5.72468 -1.00860 0.0 0.0 -0.1 0.124
H 1.83430 -4.39807 -0.67707 0.0 -0.1 0.0 0.122
H 3.92260 -3.65977 0.06578 0.0 0.1 0.0 0.129
H 3.53151 -2.75460 -1.41416 0.0 0.0 0.0 0.107
H 5.28247 -2.45518 -2.73234 0.0 0.0 0.0 0.086
H 6.65896 -3.57731 -2.62166 0.0 0.0 0.0 0.091
H 6.25566 -2.53495 -1.24333 0.0 0.0 0.0 0.089
C -2.04348 3.46973 7.99623 -0.1 0.0 0.1 -0.106
O -2.61625 3.85840 6.76716 0.2 0.0 -0.1 -0.199
C -2.98234 5.22401 6.71744 -0.1 0.0 0.1 -0.207
C -2.89074 5.75675 5.30712 -0.1 0.0 0.1 -0.180
O -1.56052 5.90857 4.83543 0.0 0.0 0.0 -0.113
C -0.89908 4.75431 4.36664 0.1 0.0 0.0 -0.186
C -1.24916 4.39483 2.93949 0.0 0.0 -0.1 -0.201
O -2.54813 3.83307 2.84884 -0.1 0.1 0.1 -0.183
C -3.21295 4.12141 1.64879 0.1 -0.1 0.0 -0.099
H -2.78245 3.45993 8.80473 0.0 0.0 0.0 0.090
H -1.65256 2.46209 7.86826 0.0 0.0 0.0 0.087
H -1.22372 4.13755 8.28169 0.0 0.0 0.0 0.089
H -2.33561 5.81812 7.37335 0.0 0.0 0.0 0.127
H -4.01843 5.34977 7.06066 0.0 0.0 0.1 0.130
H -3.30389 6.76740 5.31628 0.0 0.0 0.0 0.131
H -3.49070 5.14436 4.62982 0.1 0.0 0.0 0.121
H -1.05715 3.89590 5.02322 -0.1 0.0 0.0 0.125
H 0.16383 5.00922 4.37355 0.0 -0.1 0.1 0.133
H -0.50136 3.66266 2.58953 0.0 0.0 -0.1 0.117
H -1.17433 5.28731 2.30789 0.0 0.0 0.0 0.133
H -3.16322 5.18268 1.38875 0.0 0.0 0.0 0.103
H -4.25366 3.82525 1.76588 0.0 0.0 0.0 0.097
H -2.78118 3.54847 0.81211 -0.1 0.0 -0.1 0.055

***

no.,energy (a.u.)
1,-1387.0964
2,-3573.7046
3,-2110.4265